Formula: C4H10S
Source: the Open Molecules 2025 dataset
Level of theory: ωB97M-V with the def2-TZVPD basis set

The geometry in XYZ format:
```
15
Properties=species:S:1:pos:R:3:forces:R:3:nbo_charge:R:1
C 1.982 -1.572 1.596 -0.409 0.249 -0.252 -0.3932
C 1.703 -1.670 2.888 1.069 -0.196 0.237 -0.3942
H 1.514 -2.343 0.992 0.005 0.465 -0.557 0.1888
H 2.556 -0.761 1.114 -0.025 -0.771 0.433 0.1980
H 1.004 -2.477 3.147 0.542 0.482 0.506 0.1981
H 2.322 -1.124 3.636 -1.189 -0.221 -0.379 0.2023
C -2.344 1.191 -1.527 0.145 1.048 0.663 -0.6237
C -0.875 0.825 -1.667 0.111 -1.503 0.191 -0.5264
S 0.283 2.180 -1.340 0.288 -0.176 0.036 -0.0454
H -2.424 2.220 -1.166 -0.074 0.034 0.042 0.2143
H -2.753 0.579 -0.720 -0.458 -0.022 -0.461 0.2179
H -2.914 1.177 -2.451 -0.033 -0.435 0.007 0.2167
H -0.694 0.035 -0.920 0.253 0.388 -0.229 0.2133
H -0.694 0.331 -2.625 0.182 0.368 -0.053 0.2084
H 1.335 1.409 -0.959 -0.408 0.291 -0.184 0.1251
```
Forces are in eV/Å.

Structure (SMILES)   C=C.CCS
Charge   0
Spin multiplicity   1
Highest occupied orbital energy   -8.99 eV
DFT total energy   -556.5264 hartree